No. 1
Entry from the Open Molecules 2025 dataset: a structure of composition C49H80BBr2ClIN2O23P2 (ωB97M-V with the def2-TZVPD basis set).

Values from the calculation:
* frontier orbital gap: 6.8669 eV
* charge: +1
* HOMO level: -11.1729 eV

Last column: Mulliken charge in e.
Element x y z (Å)
H (4.13267, -5.19439, 4.18933)  0.360
C (4.25040, -2.73025, 1.37291)  -0.942
H (-4.45230, -2.12257, 6.15985)  0.294
C (-0.36236, -0.51480, 0.93816)  -1.973
H (3.53101, -5.55902, 2.37474)  0.222
C (1.85776, -3.77887, -5.61719)  0.088
O (-9.03395, -4.16822, 4.38612)  -0.587
C (-5.44295, -1.60449, 3.54713)  0.503
H (2.74141, 2.93482, 4.31709)  0.392
H (11.41630, -4.27540, -0.58707)  0.255
H (-7.79371, -6.99002, 1.92879)  0.246
C (-4.50282, -1.19573, 5.57883)  -0.560
H (-6.94424, -4.24139, 2.43893)  0.076
H (4.67454, -2.77625, 3.61279)  0.279
O (10.31361, -4.09285, -4.36727)  -0.581
H (2.99415, -3.24359, -7.40889)  0.331
H (-0.29545, -3.53327, 0.36005)  -0.775
Br (2.73452, -3.95387, -1.87969)  -0.110
C (2.03305, -5.20104, -7.48375)  -0.450
H (-2.30010, -0.26228, -0.43804)  0.405
H (9.48838, -2.84092, -0.17881)  0.278
O (0.11098, 2.12739, 3.03761)  -0.267
H (0.47395, -5.65518, -1.20882)  0.291
O (-4.25262, -1.50352, 4.20826)  -0.281
C (-8.69029, -6.38308, 1.76464)  -0.418
C (0.59945, 3.51091, -5.03377)  0.287
H (2.82486, 5.14604, -6.53249)  0.388
H (1.67141, -5.35170, -8.50509)  0.341
C (1.03680, -5.02096, -5.44566)  0.480
C (1.45056, 3.97016, 0.77880)  -0.753
O (-2.20298, 3.53228, -11.38488)  -0.582
H (-3.60665, 4.58805, -9.31539)  0.291
H (2.82087, -3.05005, 3.25704)  0.201
C (10.42564, -3.75732, -3.19978)  0.417
H (0.30025, 5.47526, -8.54896)  0.288
H (-2.80811, 3.13290, -8.62118)  0.244
H (-1.20632, -1.82985, -0.87615)  -0.146
H (-7.31514, -0.64513, 3.98987)  0.342
H (3.73533, 3.36353, -1.40144)  0.303
O (0.22663, 0.05711, -2.43952)  -0.738
H (10.06099, -1.66145, -1.37006)  0.262
H (-6.97971, 9.42385, 5.40654)  0.290
H (0.37283, 3.57299, 0.91982)  0.133
H (-7.03876, -2.22525, 4.80468)  0.201
H (-9.28760, -4.71150, 0.56521)  0.288
C (1.08036, -0.10973, 0.21755)  1.428
H (-6.70333, 7.84373, 6.22135)  0.249
O (5.45162, -0.00673, -0.78415)  -0.513
I (-0.35406, -1.66056, 2.76446)  0.091
H (-3.55956, -2.16761, -0.00743)  0.362
C (2.41675, 4.17705, -6.23060)  -0.527
O (-5.33038, 2.87994, 6.37373)  -0.607
H (4.11433, -3.67737, 0.66550)  0.177
C (-4.16740, 8.87325, 6.99550)  -0.399
H (3.01188, -5.68082, -7.37950)  0.252
C (-8.80851, -4.73542, 3.32988)  0.493
P (1.70334, 1.46883, 2.85625)  0.274
C (-1.78861, 5.00272, -8.22023)  -0.488
H (-0.74617, -0.20479, -2.55937)  0.332
C (1.45620, -2.73692, -0.85268)  -1.572
H (-3.73903, -0.50454, 5.94691)  0.338
H (-2.32414, -3.12651, 1.00453)  0.249
H (0.11939, -5.89084, 0.61279)  0.377
H (-4.06267, 2.84618, 2.31472)  0.350
C (-4.69728, 3.17693, 5.37415)  0.476
H (-8.29178, -3.13826, 1.98692)  0.257
H (-0.39861, 1.54398, 3.67246)  0.304
C (2.13776, 0.85711, 1.05715)  -0.055
Br (4.73726, 0.06007, 2.60289)  0.091
C (-8.00795, -4.17249, 2.19481)  -0.040
C (0.89058, -5.37430, -0.14264)  -1.150
C (-6.24278, 8.77872, 5.89043)  -0.386
C (6.60125, -5.05721, 3.75835)  -0.570
O (11.61598, -3.65634, -2.53865)  -0.340
C (-5.54164, 9.48949, 7.02031)  -0.478
H (-4.50233, 4.98105, 3.23390)  0.254
O (-0.56488, 3.32826, -4.71889)  -0.635
C (4.26598, -4.93982, 3.04137)  -0.584
H (2.62251, 0.69899, 4.71483)  0.231
C (-6.57820, -1.29026, 4.47376)  -0.408
B (0.33247, 0.68773, -1.07391)  0.924
O (-0.35587, 1.98197, -0.96975)  -0.777
C (2.91994, 3.75301, -4.87565)  -0.676
H (3.87837, 3.22875, -4.91708)  0.372
H (6.29883, -4.15390, 4.46759)  0.258
O (2.86369, 2.74195, 3.32089)  -0.511
C (3.11543, -0.88190, -1.53319)  0.055
C (9.99153, -2.73232, -1.14328)  -0.453
H (-3.40360, 9.56444, 7.36359)  0.307
H (2.69389, -1.24120, -2.59336)  0.539
C (4.71986, -1.02002, -1.33987)  0.098
H (6.74357, -6.01147, 4.44692)  0.264
H (1.92347, -5.91630, 0.11087)  0.282
H (-3.17908, -1.47767, 1.68928)  0.356
H (-0.80704, 0.55906, 1.23404)  0.744
C (9.29039, -3.44309, -2.27315)  -0.089
H (5.40809, -2.45765, 1.26797)  0.637
C (-3.87632, 4.41901, 5.20262)  -0.185
H (-0.00073, 3.77198, -8.12424)  -0.023
N (1.87979, 0.40514, 4.04507)  -0.732
C (0.84929, -3.78481, 0.23079)  1.266
H (-2.73993, 4.95430, 3.41092)  0.359
C (-5.87707, -0.57949, 5.60363)  0.021
H (1.31655, -2.89700, -5.26675)  0.051
O (-4.60475, 2.39276, 4.26028)  -0.332
H (1.78560, 4.54091, 1.77195)  0.328
H (-1.94884, 4.86403, -7.14773)  0.239
C (3.89681, -3.32960, 2.89522)  -0.101
C (2.11510, -1.35364, -0.27123)  2.130
C (-3.70103, 2.99684, 3.33606)  0.124
O (-3.91719, 8.56546, 5.62494)  -0.360
H (12.12957, -2.65737, -0.79999)  0.319
H (1.42413, -3.66930, 1.27084)  -0.228
H (2.80065, -3.89605, -5.07586)  0.120
H (-4.11687, 7.94641, 7.57652)  0.261
C (11.36577, -3.34856, -1.16808)  -0.410
Cl (5.85058, -2.39924, -1.91059)  -0.104
H (-2.72220, 2.51707, 3.44031)  -0.262
C (3.26008, -1.46459, 0.94351)  -0.393
O (2.94898, 2.75165, -1.26520)  -0.281
H (3.06549, 0.30102, -1.71470)  -0.335
O (1.12934, -5.80513, -6.55953)  -0.363
H (-0.13234, 2.55546, -1.78204)  0.322
O (-9.22098, -6.00274, 3.03330)  -0.351
H (1.88567, 1.85989, -4.66891)  0.155
C (1.78901, 2.90280, -4.35456)  0.998
H (0.69800, -2.40310, -1.71242)  0.712
H (-5.47218, 10.56036, 6.79352)  0.269
H (8.55346, -2.79795, -2.75704)  0.110
H (1.23175, -3.21684, -7.58591)  0.289
O (0.99988, 4.27370, -6.09301)  -0.276
C (2.06847, -3.74235, -7.10973)  -0.561
H (2.64274, 3.43922, -7.00758)  0.265
C (-2.68028, -2.04024, 0.79593)  -1.448
N (3.22816, -0.16704, 1.44774)  0.213
C (-3.66561, 4.45553, 3.71008)  -0.500
H (-5.80761, 0.49138, 5.37685)  -0.186
H (-2.93343, 4.30184, 5.74395)  0.277
O (-5.55498, -1.94003, 2.37964)  -0.599
C (-1.55157, -1.10221, -0.02384)  0.340
H (-1.99178, 6.05363, -8.45964)  0.286
H (8.82984, -4.37807, -1.94223)  0.246
H (-7.60213, -5.18748, 0.29923)  0.321
H (1.48136, 4.77885, -0.07075)  0.409
H (-6.04479, 9.38089, 7.98478)  0.317
H (7.66265, -4.84418, 3.28161)  0.209
H (1.70156, 2.97365, -3.26794)  -0.661
H (-9.42780, -6.98017, 1.22043)  0.337
H (3.04335, 4.63358, -4.23347)  0.281
O (-0.51648, 4.29998, -10.04439)  -0.388
O (-5.21956, 8.12895, 3.79631)  -0.607
C (-8.38318, -5.08888, 1.05778)  -0.623
H (-6.38021, -0.68809, 6.56810)  0.405
H (-4.41753, 5.30088, 5.55306)  0.015
P (2.77409, 2.55271, 0.48201)  -0.227
O (5.64833, -5.27392, 2.64878)  -0.343
C (-2.65146, 4.11340, -9.07931)  -0.322
C (-1.80973, 3.95086, -10.30863)  0.399
O (0.40370, -5.31794, -4.44608)  -0.575
C (-0.39576, 4.63918, -8.66376)  0.052
C (-5.10753, 8.46448, 4.96381)  0.558

---

No. 2
Entry from the Open Molecules 2025 dataset: a structure of composition C49H89AsCuF6N6 (ωB97M-V with the def2-TZVPD basis set).

Values from the calculation:
* frontier orbital gap: 5.1860 eV
* charge: +3
* HOMO level: -14.0256 eV

Last column: Mulliken charge in e.
Element x y z (Å)
C (-6.91671, 3.80156, -0.01534)  -0.424
C (-5.04295, 2.60053, -0.01644)  -0.416
H (-1.89825, 4.89306, 4.08153)  0.448
N (-3.91325, -3.63772, 1.07482)  0.194
H (-7.14943, 3.53934, 2.20568)  0.456
C (-1.33527, 4.03212, -4.69549)  -1.101
F (-2.77799, -0.48696, -0.85355)  -0.618
H (-1.33245, -0.80890, -6.34336)  0.369
H (4.81365, 1.70455, -5.44510)  0.295
C (4.75005, 0.55202, -3.71285)  -0.759
C (-0.12966, 2.90747, 3.11625)  -0.045
H (-0.37006, 5.75626, -5.41781)  0.221
H (-7.75033, 4.43363, -0.27249)  0.429
H (-2.17032, 6.51205, 3.54384)  0.616
H (0.54385, 6.61408, 3.79003)  0.417
H (-0.59059, -4.24516, 4.78084)  0.432
C (1.24158, 2.22183, 3.38622)  -0.805
H (-5.78732, 3.44911, -1.93011)  0.471
H (6.30386, -2.68754, 1.24889)  0.471
H (4.72092, -6.73176, 4.17035)  0.457
H (3.78418, 1.03745, -1.99835)  0.268
C (3.02031, -3.79806, -0.40997)  -0.533
H (-1.68561, -7.83362, 1.82878)  0.511
C (0.43354, -4.02169, 4.46533)  -0.959
H (0.06555, -1.92983, 5.13216)  0.454
C (-0.24516, -6.21885, 1.31356)  0.742
H (-0.19079, -1.37830, 2.72845)  0.077
C (-1.43299, 5.71196, 3.52527)  -0.906
H (-6.81099, -4.59376, 0.02296)  0.407
C (4.08051, -4.70809, -0.22851)  -0.443
H (2.37361, -5.20680, 1.89430)  -0.254
H (-0.40990, 5.59422, 0.29959)  0.275
H (0.08071, -6.67789, 3.42429)  0.473
C (-3.27644, 5.37611, 1.08227)  -0.249
H (1.99862, 0.36689, -3.17388)  0.215
C (-0.25656, -5.83683, 2.82138)  -1.286
C (-0.98221, -7.54393, 1.04502)  -0.767
C (3.25086, -2.43697, -0.20557)  -0.081
C (0.65394, -2.50385, 4.41757)  -0.871
H (-4.93842, 2.22156, 1.95928)  0.149
N (-5.50180, 2.65176, 1.25308)  0.279
H (-1.32649, 7.51439, 5.41127)  0.382
N (0.64689, -4.60377, 3.08496)  0.974
H (0.77861, -6.42439, 0.99701)  0.106
N (-0.50117, 5.13788, -4.63690)  0.100
H (0.00264, 1.10852, -4.62602)  -0.158
C (-3.48166, -4.36525, 0.02784)  -0.184
H (0.32280, 5.12718, 4.63777)  0.032
H (1.61217, 2.09540, -3.17047)  -0.169
H (2.91480, -0.74858, -5.20745)  0.386
C (-2.37410, 4.27071, 1.64746)  -0.332
C (0.22516, -3.47816, 2.20162)  -0.182
H (3.07940, 3.20570, -5.32541)  0.396
C (-4.58333, -4.89816, -0.59766)  -0.912
H (3.15368, 0.19059, -6.67689)  0.492
H (-1.58153, 2.33566, -3.42721)  0.581
C (-0.58020, 6.76011, 5.67247)  -1.428
C (4.34867, -5.92563, 3.54151)  -1.423
H (-2.40705, -8.29395, -0.36702)  0.328
C (4.44403, -2.04437, 0.38152)  -0.680
H (-4.12113, 2.04488, -0.11679)  0.493
C (-0.19347, 6.05130, 4.36734)  -0.094
C (2.84409, -5.81567, 3.79520)  -0.484
F (0.73570, -0.25129, -1.13854)  -0.351
H (4.54331, -6.22135, 2.50940)  0.277
H (2.46834, -1.72914, -0.44786)  0.639
C (-1.12986, 0.08376, -6.93308)  -1.400
C (0.52903, -2.16980, 2.95187)  0.012
H (-1.19945, -0.12506, -8.00065)  0.427
H (-0.64430, -5.37110, 0.76237)  -0.241
H (-0.83295, -3.58638, 1.93874)  -0.477
H (0.08163, 3.72953, -1.74537)  0.889
H (0.28641, 3.80152, 1.18856)  0.390
C (5.31355, -4.30638, 0.29983)  -0.754
H (4.04090, 2.51408, -2.90403)  0.446
C (2.31963, 1.34917, -3.52406)  -0.019
H (-1.27780, -5.60914, 3.12404)  0.506
H (-1.95412, 3.60016, 0.89708)  -0.133
H (2.84731, -5.47635, 4.83588)  0.240
H (1.00016, -0.13633, -7.19602)  0.332
H (0.86601, 5.91059, -3.31232)  0.495
H (1.15036, 1.29382, 3.94707)  0.459
H (0.95527, -4.60637, 5.22120)  0.596
N (2.12921, 1.24605, -5.06082)  0.871
H (-1.89604, -6.62596, -0.72376)  0.198
H (5.36767, 0.23762, -5.78807)  0.494
C (-5.74869, -4.51886, 0.18719)  -0.616
H (2.45986, -6.83574, 3.75026)  0.280
H (2.78383, 1.20156, 2.37627)  0.406
C (0.73654, 0.68021, -5.31254)  -0.577
C (-1.56712, -7.60208, -0.37559)  -1.121
C (-0.91176, 6.08862, 1.12960)  -0.478
H (0.28011, 7.24857, 6.11943)  0.383
H (-2.43051, -4.43024, -0.19531)  0.415
H (6.20497, -4.90908, 0.38765)  0.486
F (-0.96967, -0.43332, 0.76388)  -0.369
H (0.91855, 4.69338, 2.47716)  0.704
H (-4.68635, -5.43332, -1.52671)  0.469
H (-0.63074, 3.05832, 4.07205)  0.467
H (1.43289, -1.65837, 2.61122)  0.156
C (3.14402, 0.24441, -5.58953)  -0.692
F (-1.16272, -0.09820, -2.76317)  -0.424
H (0.36602, 1.57042, -7.25842)  0.266
H (4.61414, -0.46808, -3.34198)  0.178
C (5.39430, -2.97171, 0.73449)  -0.465
H (-0.70505, 2.13971, 2.58488)  -0.252
C (-6.62232, 3.44040, 1.26977)  -0.543
H (2.05836, -4.06259, -0.83011)  0.587
C (0.31845, 0.59892, -6.76875)  -0.139
Cu (-3.19112, -0.50577, 1.37576)  0.668
H (-1.07671, 6.07424, 6.35692)  0.348
H (4.82338, -4.97908, 3.79625)  0.365
H (4.65467, -1.01584, 0.65076)  0.433
C (2.29690, 2.56912, -5.72788)  -0.878
N (-1.15681, 5.01017, 2.19433)  0.386
C (-1.15293, 3.31973, -3.54016)  -0.193
H (3.93381, -5.77106, -0.37850)  0.419
F (-1.15973, 1.40013, -0.83366)  -0.458
H (-1.80880, 3.72899, -5.61540)  0.397
As (-1.01521, -0.35119, -1.00171)  2.275
H (2.67227, -3.86249, 2.88034)  0.513
H (1.41220, 1.50347, 1.32585)  0.067
C (-5.28645, -3.72869, 1.20859)  -0.370
H (1.64542, -2.38149, 4.86284)  0.372
C (0.16757, 5.09962, -3.46558)  -1.576
F (-0.85005, -2.09100, -1.11230)  -0.421
H (-3.97196, 5.74111, 1.83334)  0.367
C (-5.89480, 3.25212, -0.87760)  -0.883
H (-2.34195, 6.68903, -0.39171)  0.487
H (5.76600, 0.81542, -3.41422)  0.493
H (-0.81058, -7.96598, -1.06971)  0.352
H (-3.31455, -3.19099, 1.74732)  0.177
C (2.14832, -4.81993, 2.89047)  -0.095
C (0.04426, 4.09546, 2.20975)  -1.167
H (-3.77547, 4.96327, 0.20857)  0.146
C (3.76292, 1.46436, -3.00473)  -0.707
H (-1.91663, 0.81057, -6.73376)  0.306
C (4.55967, 0.66729, -5.19105)  -0.842
H (-2.77586, 3.68365, 2.47156)  0.495
H (0.70664, -0.32064, -4.86935)  0.439
H (-0.22671, -8.32796, 1.13455)  0.396
C (2.04537, 1.95351, 2.09344)  -1.036
H (1.32286, 3.05562, -5.72186)  0.140
H (-2.62226, 7.46995, 1.13672)  0.272
H (1.80819, 2.93473, 3.99026)  0.338
H (2.58970, 2.82241, 1.72945)  0.430
H (0.55530, -3.45200, 1.16085)  0.146
C (-0.22483, 4.01389, -2.74029)  0.148
H (-0.28269, 6.84024, 1.59938)  0.585
C (-2.30346, 6.53303, 0.68443)  -1.015
H (-5.74383, -3.16347, 2.00500)  0.449
H (2.56773, 2.38640, -6.76752)  0.380

---

No. 3
Entry from the Open Molecules 2025 dataset: an isolated molecule of C4Cl2 (ωB97M-V with the def2-TZVPD basis set).

Values from the calculation:
* relative energy (zero: lowest compared OMol25 entry of this formula, charge and spin): 0.581 eV
* frontier orbital gap (spin up / spin down): 8.0888 / 7.2494 eV
* HOMO level (spin up / spin down): -7.4101 / -9.4679 eV
* ⟨S²⟩: 2.0165
* multiplicity: 3

Last column: Mulliken spin population.
Element x y z (Å)
C (0.82520, -0.21466, 1.30711)  0.677
C (-0.05873, 0.54602, 0.57260)  0.202
Cl (-0.45851, 1.99645, 0.46851)  0.054
C (1.03534, -0.53319, -0.11573)  0.494
C (-0.26862, -0.51895, -0.55592)  0.471
Cl (-1.07468, -1.27568, -1.67657)  0.102

---

No. 4
Entry from the Open Molecules 2025 dataset: a cluster of 2 separate species, C4ClO4 in total (ωB97M-V with the def2-TZVPD basis set).

Values from the calculation:
* relative energy (zero: lowest compared OMol25 entry of this formula, charge and spin): 0.336 eV
* frontier orbital gap: 7.7625 eV
* charge: -1
* HOMO level: -4.7640 eV

Last column: natural (NBO) charge in e.
Element x y z (Å)
O (2.33314, 1.25760, 0.59386)  -0.659
C (-1.39287, -1.55107, 0.08668)  0.815
C (3.24368, 0.71800, 0.09804)  0.931
Cl (2.39416, -1.08568, -0.37262)  -0.617
O (4.32443, 0.80528, -0.34138)  -0.652
O (-1.05123, -2.63700, 0.25628)  -0.424
O (-3.06750, 1.68654, -0.46846)  -0.475
C (-2.02505, -0.44086, 0.05791)  -0.679
C (-2.51050, 0.69428, -0.23018)  0.761